1.
Below is an isolated molecule of C3H3NS, with properties calculated with ωB97M-V/def2-TZVPD.

Each line ends with the natural charge from an NBO analysis.
Positions of all 8 atoms, in Å:
1 S -1.641 -0.503 0.024  0.1917
2 N -0.680 0.928 -0.139  -0.5044
3 C 0.540 1.100 0.023  0.0181
4 C 1.586 0.121 0.025  -0.1112
5 C 2.423 -0.823 0.000  -0.2114
6 H -0.763 -1.683 0.088  0.1099
7 H 0.889 2.178 0.388  0.2100
8 H 3.592 -1.325 -0.171  0.2973

The HOMO energy is -9.09 eV. The value obtained for the energy above the lowest of the compared OMol25 structures with the same formula, charge and spin is 3.379 eV. Its structure (SMILES) is C#C/C=N\S. The value obtained for the HOMO-LUMO gap is 9.102 eV.

=====

2.
Below is an isolated molecule of C11H22N4O4, with properties calculated with ωB97M-V/def2-TZVPD.

Each line ends with the natural charge from an NBO analysis.
Positions of all 41 atoms, in Å:
1 O -0.794 3.296 -0.444  -0.6378
2 O 0.935 -1.480 -0.005  -0.6342
3 O 5.976 0.199 -0.278  -0.6078
4 O 0.716 2.440 -1.739  -0.6381
5 N 4.722 -1.670 -0.803  -0.8355
6 N -0.454 0.047 -1.047  -0.6754
7 N -1.777 -2.554 -0.964  -0.8242
8 N 0.502 0.840 2.109  -0.8860
9 C -1.327 1.193 -0.940  -0.1366
10 C -3.602 0.518 0.337  -0.3845
11 C -3.405 -1.136 0.500  -0.4225
12 C -0.395 2.389 -1.160  0.7876
13 C 1.284 0.737 0.859  -0.1434
14 C -3.234 -2.331 -0.623  -0.2177
15 C 2.728 0.204 1.092  -0.3945
16 C 3.512 0.416 -0.194  -0.5101
17 C 4.859 -0.340 -0.359  0.6870
18 C -2.347 1.417 0.197  -0.4197
19 C 0.536 -0.305 -0.002  0.7001
20 H -1.321 -3.016 -0.214  0.3640
21 H -1.834 1.405 1.043  0.2127
22 H -1.899 1.286 -1.970  0.2300
23 H 2.798 0.075 -0.983  0.2365
24 H 2.732 -0.787 1.537  0.2258
25 H -4.486 0.618 -0.350  0.2074
26 H -0.664 -0.966 -1.348  0.4636
27 H -1.855 -3.256 -1.630  0.3529
28 H -2.370 -1.137 1.003  0.1859
29 H 4.056 -2.239 -0.389  0.3889
30 H -3.545 -3.289 -0.154  0.1823
31 H 3.726 1.592 -0.265  0.2346
32 H -4.120 -1.295 1.332  0.2091
33 H 1.389 1.618 0.358  0.2060
34 H 3.256 0.837 1.857  0.2014
35 H 0.831 1.563 2.701  0.3803
36 H -0.212 4.008 -0.480  0.5002
37 H -3.954 0.684 1.380  0.2085
38 H 5.700 -2.055 -0.816  0.3911
39 H -0.207 0.202 2.388  0.3918
40 H -2.679 2.385 -0.028  0.2279
41 H -3.776 -2.113 -1.507  0.1922

The HOMO energy is -9.05 eV. The value obtained for the energy above the lowest of the compared OMol25 structures with the same formula, charge and spin is 4.808 eV. Its structure (SMILES) is NCCCC[C@H](NC(=O)[C@@H](N)CCC(N)=O)C(=O)O. The value obtained for the HOMO-LUMO gap is 9.543 eV.

=====

3.
Below is a 4-piece molecular cluster, C16H31N4O5 overall, with properties calculated with ωB97M-V/def2-TZVPD.

Each line ends with the natural charge from an NBO analysis.
Positions of all 56 atoms, in Å:
1 O -4.855 0.996 -3.539  -0.3943
2 O 5.604 1.836 3.982  -0.6476
3 O -1.043 2.001 -7.846  -0.6052
4 O -4.707 -0.210 -2.809  -0.2874
5 O 1.493 0.016 3.395  -0.6888
6 N -4.342 -1.124 -0.756  -0.5218
7 N 2.824 0.438 5.147  -0.5937
8 N 5.580 0.011 2.679  -0.6119
9 N -1.880 0.394 -6.529  -0.6334
10 C 5.593 1.357 2.859  0.6823
11 C -3.561 -0.259 1.409  -0.2383
12 C -1.990 -1.409 -0.054  -0.2261
13 C -1.248 -0.520 2.059  -0.1213
14 C -3.253 -0.932 0.244  0.0673
15 C -1.932 1.202 -7.632  0.6770
16 C -2.836 -0.605 -6.097  -0.4047
17 C 3.448 0.200 6.436  -0.4140
18 C -2.533 -0.053 2.324  -0.1900
19 C 5.561 -0.729 1.433  -0.4105
20 C -0.978 -1.196 0.879  -0.1914
21 C -4.774 0.131 -1.449  0.0902
22 C -3.126 1.053 -8.546  -0.7246
23 C 1.472 -1.599 5.167  -0.7208
24 C 5.593 2.225 1.623  -0.7235
25 C 1.927 -0.322 4.497  0.6820
26 H 3.093 -0.730 6.866  0.2049
27 H 0.998 -1.389 6.126  0.2338
28 H 3.217 1.014 7.123  0.2082
29 H 5.606 3.263 1.940  0.2487
30 H 6.474 2.031 1.009  0.2311
31 H 4.531 0.150 6.322  0.2166
32 H -3.181 0.044 -8.955  0.2292
33 H 0.027 -1.546 0.674  0.2434
34 H -3.214 -0.351 -5.106  0.1677
35 H -3.013 1.759 -9.362  0.2540
36 H 4.670 -1.355 1.373  0.1957
37 H -4.055 1.268 -8.016  0.2232
38 H -5.132 -1.542 -0.260  0.4462
39 H -2.367 -1.590 -6.047  0.1977
40 H -0.439 -0.358 2.764  0.2734
41 H -3.944 1.322 -3.644  0.4714
42 H -4.569 0.101 1.598  0.2271
43 H -5.784 0.402 -1.132  0.2066
44 H 0.755 -2.094 4.519  0.2310
45 H 3.098 1.275 4.650  0.4202
46 H -4.082 0.936 -1.194  0.2095
47 H 6.440 -1.370 1.352  0.2022
48 H 5.558 -0.045 0.591  0.2126
49 H -2.746 0.483 3.243  0.2389
50 H 4.701 2.046 1.022  0.2262
51 H -1.806 -1.923 -0.993  0.2247
52 H -1.052 0.537 -5.973  0.3968
53 H 2.313 -2.271 5.337  0.2338
54 H -4.044 -1.806 -1.460  0.4573
55 H -3.673 -0.654 -6.785  0.2210
56 H 5.588 -0.511 3.541  0.3978

The HOMO energy is -11.29 eV. As for the net charge: +1. The value obtained for the HOMO-LUMO gap is 8.249 eV.